This record from the OMol25 dataset describes a molecular structure, C31H41BiN5O2Si2. The level of theory is ωB97M-V/def2-TZVPD.

ORCA input file:
```
! wB97M-V def2-TZVPD RIJCOSX def2/J DEFGRID3
* xyz -1 1
Bi -0.004 -0.508 0.743
Si -2.092 1.098 2.949
Si 2.530 0.859 -1.054
O 1.996 -2.069 0.754
O 2.449 -5.097 -2.957
N 1.485 0.991 0.329
N -0.632 1.177 2.053
N -7.044 3.461 -5.520
N 2.560 -4.140 -0.892
N -1.487 -3.032 -1.329
C 1.027 4.464 2.677
C 2.403 -2.360 2.063
C 4.328 0.705 -0.554
C 1.363 2.148 1.112
C 2.502 -1.073 2.907
C 2.280 2.319 -2.210
C -1.181 0.234 -1.076
C -2.820 2.326 -3.478
C 2.067 -0.663 -2.024
C 2.137 4.335 1.864
C 1.961 -4.408 -2.066
C 0.149 -3.522 -3.522
C 2.299 3.184 1.097
C 1.425 -3.338 2.735
C -3.332 2.408 2.437
C -3.831 2.876 -4.243
C -4.421 0.887 -2.397
C 0.246 2.260 1.983
C -0.274 -3.567 -1.181
C -3.097 1.322 -2.544
C -6.200 3.006 -4.884
C -2.860 -0.578 2.588
C -1.875 -2.717 -2.563
C 0.588 -3.820 -2.243
C -2.056 0.742 -1.750
C 0.099 3.427 2.735
C -1.099 -2.950 -3.689
C -5.434 1.436 -3.159
C -1.829 1.206 4.804
C -5.143 2.434 -4.088
C 3.795 -3.014 2.034
H 4.703 1.582 -0.020
H 4.431 -0.164 0.103
H 4.195 -3.156 3.043
H 1.093 -0.546 -2.510
H -2.219 -1.400 2.927
H -3.534 2.328 1.364
H -1.328 2.133 5.094
H -1.466 -2.681 -4.671
H 1.241 2.306 -2.558
H -6.455 1.098 -3.043
H 2.287 -3.345 -0.257
H 2.934 2.233 -3.085
H 0.881 5.353 3.279
H -3.048 -0.711 1.515
H 2.883 5.120 1.820
H 4.481 -2.376 1.470
H -2.851 -2.251 -2.652
H 0.023 -3.807 -0.165
H 0.427 -2.897 2.810
H 2.462 3.288 -1.742
H -4.635 0.111 -1.674
H 0.800 -3.736 -4.361
H 2.815 -0.875 -2.794
H -2.961 3.419 2.629
H 3.039 -0.309 2.340
H 4.961 0.545 -1.434
H -2.782 1.154 5.341
H -0.760 3.524 3.391
H 1.351 -4.250 2.135
H 3.746 -3.991 1.546
H -4.277 2.286 2.976
H 3.027 -1.253 3.849
H 3.508 -4.476 -0.825
H 3.182 3.085 0.478
H 2.033 -1.531 -1.357
H -3.612 3.652 -4.965
H -1.202 0.374 5.142
H -3.820 -0.675 3.106
H -1.799 2.667 -3.592
H 1.513 -0.671 3.162
H 1.755 -3.608 3.743
*
```

## Properties
* energy above the lowest of the compared OMol25 structures with the same formula, charge and spin: 38.3 kJ/mol
* E: -2423.9002 Ha
* HOMO energy: -4.46 eV
* HOMO-LUMO gap: 6.45 eV